{
  "formula": "C5H10N2S",
  "method": "ωB97M-V/def2-TZVPD",
  "symbols": ["H", "H", "H", "H", "H", "H", "S", "H", "C", "C", "N", "H", "C", "H", "C", "C", "H", "N"],
  "xyz": [[1.0930, 0.6112, 1.7447], [2.4169, -0.2999, 1.5338], [-1.3886, 0.2904, 1.6202], [1.3059, -2.4035, -0.2382], [0.8488, -0.9917, 2.0965], [1.3122, -1.5704, -1.7493], [0.4438, 1.3276, -0.5903], [-0.7901, -0.6715, -1.1620], [0.9020, -0.4277, 0.0016], [-2.3207, 2.3179, -1.2852], [-1.6960, -0.1119, 0.6470], [-1.9208, 2.5328, -2.2229], [1.3457, -0.3551, 1.4250], [2.7471, -1.3339, -0.8009], [1.6116, -1.4795, -0.7607], [-0.6008, -0.2299, -0.2536], [-2.4283, 0.5493, 0.2815], [-2.8816, 2.2458, -0.2871]],
  "smiles": "CC1(C)S[C@@H]1N.C#N",
  "lumo_ha": 0.0305,
  "energy_ev": -19160.4176,
  "total_charge": 0,
  "e_homo_ev": -8.46,
  "de_lowest_kj_mol": 240.1,
  "max_force_ev_per_a": 2.94,
  "gap_ev": 9.29
}